Entry 1:
76
Properties=species:S:1:pos:R:3:forces:R:3 method="wB97M-V/def2-TZVPD" fmax_ev_per_a=2.75 homo_ev=-1.05 relative_energy_kcal_mol=13.37 orbital_gap_ev=6.10 total_energy_ev=-351551.178 total_charge=-3
Hg 0.5846 1.3476 -0.1102 0.3 1.9 0.2
As 4.3807 1.0665 -1.4983 0.8 0.9 0.7
F 2.7257 1.2645 -0.9202 0.9 -0.5 -0.6
F 3.7918 0.6512 -3.1238 0.1 -0.2 0.7
F 6.0398 0.9452 -2.0665 -0.4 -0.4 -0.2
F 4.9934 1.4109 0.0919 -0.3 0.0 -0.8
F 4.3355 -0.6291 -1.0312 -0.1 0.3 -0.7
F 4.3763 2.7431 -1.9653 0.0 -0.5 0.1
As 2.9379 -0.8813 2.9205 0.2 0.6 -0.1
F 3.9194 0.3970 3.5698 -0.3 -0.4 -0.3
F 3.6680 -2.0073 4.0562 0.0 -0.2 -0.3
F 1.9228 -2.1791 2.2276 0.3 0.3 0.5
F 2.2104 0.2433 1.7472 0.1 -0.6 0.6
F 4.1500 -1.2860 1.7434 -0.2 -0.1 0.2
F 1.7348 -0.5768 4.1346 -0.1 0.0 -0.6
As -1.6354 2.2236 3.3026 0.4 0.5 1.4
F -0.9119 1.8184 1.7399 -0.2 0.3 0.4
F -0.2031 1.7317 4.1435 -0.6 0.0 -0.3
F -2.4849 2.6041 4.8127 0.2 -0.6 -0.2
F -3.0662 2.7777 2.4657 -0.1 -0.4 -0.4
F -2.2278 0.5652 3.3664 -0.2 0.5 -0.1
F -1.0695 3.8640 3.3327 0.0 -0.4 -0.6
As 2.6006 4.3042 1.9147 1.2 0.4 1.1
F 3.1088 4.6704 0.3038 -0.3 0.2 0.2
F 3.5717 5.7015 2.5244 -0.3 -0.6 -0.3
F 2.1694 3.8667 3.5466 -0.2 0.2 -0.4
F 1.6356 2.9605 1.2629 0.3 0.7 0.7
F 4.0100 3.2941 2.1367 -0.5 0.2 -0.4
F 1.2630 5.4306 1.8926 0.1 -0.6 -0.5
C 0.2360 3.1321 -2.6341 -1.2 -1.7 1.8
O 0.7138 3.2154 -1.3082 -0.2 -0.3 -0.3
H -0.8740 3.1744 -2.5964 -0.2 0.4 -0.4
H 0.5715 3.8781 -3.3574 0.5 0.1 0.2
H 0.3771 2.0918 -2.9587 0.4 0.3 -0.9
C -0.8550 -5.6701 1.6324 -0.8 -0.4 -0.1
C 0.1988 -5.1380 0.9003 -0.2 -0.4 1.0
C 0.2118 -3.7826 0.6320 0.5 0.6 -0.1
C -0.8233 -2.9994 1.1142 -0.2 -0.3 -0.4
C -1.8830 -3.5480 1.7997 -1.2 0.1 0.3
C -1.9569 -4.9169 2.0241 1.1 0.2 -0.6
N -0.9178 -1.5508 0.7845 0.1 -0.1 0.7
O -2.0126 -1.0435 0.8175 -0.1 -0.1 -0.2
O 0.1238 -0.9691 0.5537 0.1 -0.2 -0.3
H -0.9214 -6.7230 1.8883 0.4 -0.1 -0.3
H 1.0058 -5.8277 0.6947 0.2 0.4 -0.4
H 1.0349 -3.2966 0.1273 0.0 -0.1 0.0
H -2.6723 -2.8852 2.1307 0.0 0.0 -0.1
H -2.8174 -5.4595 2.3874 -0.1 0.5 0.5
C 2.2863 -4.7035 -2.7806 1.1 0.1 0.6
C 1.0138 -4.6565 -3.3048 0.1 0.2 0.5
C 0.3597 -3.4331 -3.3449 -0.8 -0.8 -0.6
C 0.9118 -2.3290 -2.7424 1.1 -0.4 -0.2
C 2.1277 -2.4135 -2.0552 -0.5 0.2 0.0
C 2.8510 -3.5971 -2.1336 -0.4 0.2 -0.7
N 0.2924 -1.0199 -2.8955 -1.2 0.1 1.3
O 0.4749 -0.2511 -1.9683 0.3 -0.2 -1.1
O -0.4760 -0.8231 -3.8120 0.4 -0.1 -0.4
H 2.9069 -5.5899 -2.8531 -0.2 -0.2 0.0
H 0.5020 -5.5657 -3.5907 0.1 0.1 -0.4
H -0.5896 -3.4608 -3.8640 -0.1 0.7 0.2
H 2.4625 -1.5654 -1.4694 0.3 0.1 -0.3
H 3.8840 -3.5919 -1.8162 -0.1 -0.1 0.4
C -6.2281 3.4201 -0.6640 -1.5 0.0 0.4
C -6.4315 2.0488 -0.7774 1.4 0.6 0.2
C -5.2876 1.2735 -0.9313 -0.8 -0.9 -0.1
C -4.0468 1.8640 -1.0352 0.7 1.1 0.4
C -3.8447 3.2236 -0.8388 -1.1 0.7 -1.0
C -4.9926 4.0156 -0.7173 0.8 -0.4 0.6
N -2.8658 1.0450 -1.3105 -0.5 -1.0 0.1
O -3.0527 0.0511 -1.9997 0.1 0.1 0.1
O -1.8178 1.3673 -0.8188 -0.4 0.4 -0.3
H -7.1378 3.9541 -0.4009 0.3 0.6 -0.3
H -7.4406 1.6866 -0.6541 0.1 -0.5 0.0
H -5.3653 0.1947 -0.8989 0.2 0.0 -0.3
H -2.9250 3.7824 -0.9435 0.5 -0.7 0.3
H -4.8421 5.0701 -0.5321 -0.2 0.1 -0.1

=====

Entry 2:
9
Properties=species:S:1:pos:R:3:forces:R:3 method="wB97M-V/def2-TZVPD" fmax_ev_per_a=3.46 homo_ev="-9.52 / -9.99" relative_energy_kcal_mol=99.97 orbital_gap_ev="8.57 / 8.76" total_energy_ev=-98241.611
C 0.7465 0.3285 0.5073 0.8 0.5 -1.5
C 0.1302 -0.7428 -0.3107 -1.0 -2.9 1.6
C -0.5935 0.5089 -0.1646 -0.3 1.2 0.0
Cl 0.7170 -1.2497 -1.8346 0.2 -0.5 0.2
Cl -0.6447 1.4363 -1.6842 -0.5 0.3 0.9
Br -2.0807 0.7497 1.0668 0.4 -0.2 -0.8
H 0.8988 0.3724 1.5271 -1.1 -0.8 2.4
H 1.6439 0.8843 0.2603 -0.1 0.0 -1.6
H -0.8175 -2.2875 0.6325 1.5 2.4 -1.3

=====

Entry 3:
86
Properties=species:S:1:pos:R:3:forces:R:3 method="wB97M-V/def2-TZVPD" fmax_ev_per_a=2.99 homo_ev=-8.06 relative_energy_kcal_mol=10.31 orbital_gap_ev=7.62 total_energy_ev=-129901.837
Sn 13.6843 10.3641 10.9993 0.4 -0.5 -0.4
I 15.9538 10.2732 13.3632 -1.0 -0.1 -0.1
C 17.2578 10.8791 11.8701 0.8 0.3 0.7
C 18.5153 11.2229 12.3427 -1.3 0.1 -0.7
C 19.5521 11.5368 11.4564 0.5 0.0 -0.1
C 19.3017 11.5005 10.1062 0.5 -0.5 -0.5
C 18.0068 11.1078 9.6147 1.3 -0.2 -0.1
C 17.9039 10.8548 8.2068 -2.3 0.0 0.6
C 16.6543 10.5187 7.6863 2.0 0.3 0.3
C 15.5704 10.3225 8.5525 1.3 0.8 0.5
C 15.6685 10.4960 9.8981 -0.6 -0.4 1.9
C 16.9092 10.8293 10.5172 1.0 0.3 -2.2
H 18.5907 11.3467 13.4005 0.6 -0.2 0.5
H 20.5523 11.7121 11.8868 -0.6 0.2 -0.5
H 20.1340 11.6608 9.3582 -1.1 -0.1 1.0
H 18.7714 10.9063 7.5749 0.2 0.3 -0.1
H 16.5724 10.4404 6.6153 -0.2 -0.3 -0.2
H 14.6528 10.0495 8.1525 -1.7 -0.5 -0.9
C 11.6348 15.1243 18.4370 0.2 0.4 -0.5
C 11.9635 16.0757 17.4608 -0.1 0.3 -0.3
C 12.1581 15.7117 16.1184 -0.9 -1.7 1.4
C 11.9367 14.3653 15.7681 -0.1 0.4 -0.8
C 11.4461 13.4376 16.6929 1.2 0.1 -0.3
C 11.3405 13.8241 18.0234 -0.9 -0.7 1.2
Sb 12.3715 13.6197 13.7673 -0.6 -0.2 -0.5
C 13.2464 15.3620 12.9085 -1.1 1.2 -0.2
C 14.6270 15.4671 12.8903 -0.6 1.6 -0.9
C 15.2420 16.6467 12.3763 1.0 -1.0 0.7
C 14.5166 17.7322 11.9104 0.2 0.0 0.5
C 13.1444 17.6085 11.9956 -1.3 0.5 -0.5
C 12.4832 16.4788 12.4362 1.8 -0.8 0.0
C 10.3651 13.8463 12.8470 1.2 -0.1 0.1
C 10.0355 13.3580 11.5767 -0.8 -0.4 -0.3
C 8.6717 13.2141 11.3038 -0.7 0.4 -2.0
C 7.6434 13.6120 12.1429 -0.1 0.0 0.0
C 8.0260 14.2413 13.3161 -0.6 -0.6 0.5
C 9.3551 14.3342 13.6584 0.4 1.0 0.2
H 11.6682 15.4461 19.4910 -0.5 -0.4 -0.6
H 11.9869 17.1352 17.7410 0.4 -0.4 0.0
H 12.4360 16.3952 15.3624 0.3 0.8 -0.5
H 11.3922 12.3813 16.3700 -0.4 0.6 0.4
H 10.9136 13.1061 18.7643 0.7 0.5 -0.6
H 15.1954 14.6359 13.2476 0.6 -0.2 0.2
H 16.3365 16.6337 12.4624 -0.4 0.4 -0.4
H 14.9189 18.7004 11.5599 0.2 -0.9 0.2
H 12.4893 18.4176 11.6675 0.3 0.0 -0.1
H 11.4304 16.5003 12.2777 -0.8 -0.5 0.5
H 10.9693 11.8967 10.2458 -0.2 0.7 0.3
H 8.3823 12.9652 10.2547 0.3 -0.3 1.0
H 6.5801 13.4940 11.8535 0.9 0.1 0.2
H 7.3187 14.5503 14.0630 -0.5 0.4 0.0
H 9.6280 15.0024 14.4806 -0.1 -0.7 0.3
N 13.4180 6.2947 9.3159 1.4 -1.3 -0.4
C 12.9140 7.4592 9.7454 -0.6 -0.4 0.3
O 13.7190 8.1580 10.4991 -1.3 0.5 -1.0
C 11.5346 7.6597 9.3558 1.4 -0.6 0.6
C 10.8575 8.8380 9.6486 -1.6 1.8 0.1
N 10.2080 9.8001 9.8138 1.1 -1.3 -0.1
C 10.8788 6.5470 8.7328 -0.2 0.4 -0.5
N 10.4193 5.6512 8.1553 0.3 0.5 0.6
H 14.4080 6.1157 9.4769 -0.6 0.2 0.1
H 12.9204 5.5972 8.7494 0.2 0.9 0.5
N 8.7656 10.3793 13.6616 -0.5 -1.0 -0.3
N 9.9415 9.6783 13.4000 2.9 -0.7 0.2
N 10.0949 8.3823 13.1296 -2.9 0.5 0.6
C 11.3763 8.1730 13.0481 0.1 2.4 0.0
N 12.0406 9.3693 13.1995 -0.1 -0.8 0.5
N 11.1580 10.2969 13.4753 -1.6 -1.2 -0.5
H 7.9946 9.8108 14.1021 1.7 0.7 -0.5
H 9.0425 11.2410 14.1214 -0.3 -0.1 0.1
H 11.7573 7.1837 12.9040 0.5 0.0 -0.2
C 9.5586 13.0849 7.5222 -0.1 0.5 0.1
Ge 10.9384 13.9568 8.6769 -1.6 0.3 1.5
C 10.2696 15.7966 9.1434 1.7 -0.4 -2.4
C 12.7223 13.9435 7.8756 0.0 0.9 0.3
C 10.9986 12.9843 10.4879 1.6 -0.2 0.0
H 10.0160 12.7960 6.5863 0.1 -0.5 -0.2
H 8.6961 13.7017 7.2325 0.5 0.4 0.3
H 9.0871 12.2448 8.0226 0.4 -0.4 0.0
H 10.3000 16.3570 8.1666 -0.2 -0.3 1.0
H 10.9860 16.2434 9.7992 0.5 0.4 0.5
H 9.3129 15.8435 9.5776 -1.3 -0.2 0.4
H 12.7495 14.3514 6.8858 -0.4 0.2 -0.8
H 13.0753 12.9501 7.7758 0.4 -1.2 0.1
H 13.4874 14.5359 8.3824 -0.2 -0.1 0.5
H 12.0170 13.1902 10.9057 -0.4 -0.2 -0.5

=====

Entry 4:
14
Properties=species:S:1:pos:R:3:forces:R:3 method="wB97M-V/def2-TZVPD" fmax_ev_per_a=8.43 spin_multiplicity=3 s2=2.03 homo_ev="-1.55 / -2.35" orbital_gap_ev="4.67 / 5.04" total_energy_ev=-14070.785 total_charge=-1
H 1.1107 -0.5490 1.6766 -0.1 -0.9 0.1
C 0.0645 -0.7441 1.3940 -3.0 -2.8 1.7
C -0.1526 -0.8651 -0.0245 2.2 4.4 -4.8
H 0.1311 -1.8132 -0.5012 -0.5 0.3 0.4
H -0.5487 -1.7862 1.4369 2.3 1.4 2.1
O -0.7296 0.1284 2.2425 5.5 -0.1 -0.6
O -1.5406 -0.6584 3.1474 2.6 -1.8 2.1
Au -2.7761 0.2216 1.9737 -7.6 2.0 -2.9
C 0.6923 0.5309 -2.1981 -0.5 -0.2 0.5
C 0.2789 0.3917 -0.9136 -0.5 -1.0 0.9
O 1.0285 1.7547 -2.8060 0.1 -0.9 0.4
H 0.7260 -0.2891 -2.9218 0.0 0.3 0.2
H 0.2711 1.3425 -0.3490 -0.2 -0.5 -0.1
H 1.4444 2.3354 -2.1570 -0.3 -0.1 0.1

=====

Entry 5:
91
Properties=species:S:1:pos:R:3:forces:R:3 method="wB97M-V/def2-TZVPD" fmax_ev_per_a=0.47 homo_ev="-6.51 / -6.49" orbital_gap_ev="6.39 / 6.47" total_energy_ev=-224155.365
Ni 0.5238 0.2791 -1.2676 0.0 0.1 -0.5
O 5.3755 4.9840 -1.5806 0.0 0.0 0.0
C 4.5113 4.1517 -1.6123 0.0 0.0 0.1
S 2.7764 4.5253 -1.5079 0.0 0.0 0.0
C 2.2164 2.8696 -1.5749 0.0 0.0 0.0
C 3.1431 1.9143 -1.6933 0.0 0.0 0.0
S 2.7285 0.2223 -1.7390 -0.1 0.0 0.0
S 4.8181 2.4094 -1.7498 0.0 0.0 0.0
S 0.5155 2.5192 -1.3983 0.0 -0.1 0.0
C -4.9481 -1.4160 -0.8660 0.0 0.0 0.0
Si -3.1250 -1.6772 -1.2266 0.0 0.0 0.0
C -2.9785 -2.4429 -2.9295 0.0 0.0 0.0
C -2.4268 -2.8159 0.0859 0.0 0.0 0.0
As -1.9427 0.3796 -1.1550 0.0 0.0 0.1
Si -2.6677 1.5178 -3.1038 0.0 0.0 0.0
C -1.4635 0.9716 -4.4290 0.0 0.0 0.0
C -4.4212 1.0430 -3.5718 0.0 0.0 0.0
C -2.6201 3.3708 -2.8776 0.0 0.0 0.0
Si -2.9561 1.4803 0.6844 0.0 0.0 0.0
C -4.6866 2.0666 0.2615 0.0 0.0 0.0
C -1.9099 2.9410 1.1839 0.0 0.0 0.0
C -3.0615 0.2402 2.0839 0.0 0.0 0.0
H -5.4565 -2.3808 -0.9539 0.0 0.0 0.0
H -5.4198 -0.7259 -1.5659 0.0 0.0 0.0
H -5.1193 -1.0472 0.1451 0.0 0.0 0.0
H -3.6171 -3.3299 -2.9756 0.0 0.0 0.0
H -1.9538 -2.7439 -3.1388 0.0 0.0 0.0
H -3.3040 -1.7602 -3.7164 0.0 0.0 0.0
H -2.8442 -3.8170 -0.0583 0.0 0.0 0.0
H -2.7047 -2.4784 1.0857 0.0 0.0 0.0
H -1.3402 -2.9012 0.0433 0.0 0.0 0.0
H -1.5253 -0.1071 -4.5925 0.0 0.0 0.0
H -0.4485 1.2338 -4.1171 0.0 0.0 0.0
H -1.6701 1.4754 -5.3766 0.0 0.0 0.0
H -4.5368 -0.0177 -3.7973 0.0 0.0 0.0
H -4.7057 1.6063 -4.4654 0.0 0.0 0.0
H -5.1278 1.3027 -2.7810 0.0 0.0 0.0
H -1.6405 3.7150 -2.5493 0.0 0.0 0.0
H -3.3705 3.7116 -2.1631 0.0 0.0 0.0
H -2.8454 3.8402 -3.8402 0.0 0.0 0.0
H -4.7179 2.6410 -0.6641 0.0 0.0 0.0
H -5.0398 2.7196 1.0648 0.0 0.0 0.0
H -5.3900 1.2372 0.1701 0.0 0.0 0.0
H -1.9903 3.7504 0.4559 0.0 0.0 0.0
H -0.8523 2.6860 1.2565 0.0 0.0 0.0
H -2.2548 3.3156 2.1525 0.0 0.0 0.0
H -3.7657 -0.5612 1.8594 0.0 0.0 0.0
H -3.4111 0.7423 2.9906 0.0 0.0 0.0
H -2.0936 -0.2104 2.3083 0.0 0.0 0.0
C 0.0667 -0.2476 6.0856 0.0 0.0 0.0
C -0.3862 0.7302 5.2125 0.0 0.0 0.0
C -0.0181 0.6873 3.8740 0.0 0.0 0.0
C 0.8077 -0.3242 3.3892 0.1 -0.1 0.0
C 1.2675 -1.2918 4.2797 0.0 0.0 0.0
C 0.8951 -1.2580 5.6170 0.0 0.0 0.0
Sb 1.4213 -0.2056 1.3244 0.0 0.0 0.4
C 3.1331 0.9832 1.7477 0.0 0.0 0.0
C 4.3100 0.4605 2.2746 0.0 0.0 0.0
C 5.3845 1.2944 2.5534 0.0 0.0 0.0
C 5.2875 2.6584 2.3168 0.0 0.0 0.0
C 4.1102 3.1901 1.8115 0.0 0.0 0.0
C 3.0372 2.3552 1.5277 0.0 0.0 0.0
C 2.2893 -2.1535 1.1962 0.0 0.0 0.0
C 3.4979 -2.3895 0.5454 0.0 0.0 0.0
C 3.9339 -3.6909 0.3170 0.0 0.0 0.0
C 3.1606 -4.7707 0.7250 0.0 0.0 0.0
C 1.9536 -4.5444 1.3755 0.0 0.0 0.0
C 1.5257 -3.2455 1.6070 0.0 0.0 0.0
H -0.2197 -0.2198 7.1292 0.0 0.0 0.0
H -1.0241 1.5281 5.5725 0.0 0.0 0.0
H -0.3746 1.4654 3.2062 0.0 0.0 0.0
H 1.9264 -2.0803 3.9343 0.0 0.0 0.0
H 1.2598 -2.0184 6.2966 0.0 0.0 0.0
H 4.3965 -0.6010 2.4767 0.0 0.0 0.0
H 6.2989 0.8768 2.9566 0.0 0.0 0.0
H 6.1289 3.3070 2.5248 0.0 0.0 0.0
H 4.0281 4.2535 1.6244 0.0 0.0 0.0
H 2.1265 2.7802 1.1199 0.0 0.0 0.0
H 4.0968 -1.5582 0.1966 0.0 0.0 0.0
H 4.8837 -3.8588 -0.1771 0.0 0.0 0.0
H 3.5030 -5.7834 0.5505 0.0 0.0 0.0
H 1.3457 -5.3795 1.7007 0.0 0.0 0.0
H 0.5770 -3.0861 2.1106 0.0 0.0 0.0
N 2.4720 -3.3320 -2.7888 0.0 0.0 0.0
C 1.5735 -2.3643 -2.9575 0.0 0.0 0.0
N 1.5394 -1.7166 -4.1258 0.0 0.0 0.0
S 0.4453 -2.0546 -1.7191 0.0 0.1 0.0
H 3.1618 -3.5421 -3.4911 0.0 0.0 0.0
H 2.5983 -3.7034 -1.8581 0.0 0.0 0.0
H 2.3665 -1.6868 -4.7015 0.0 0.0 0.0
H 0.9583 -0.8929 -4.1541 0.0 0.0 0.0

=====

Copy entry 2 word for word.
9
Properties=species:S:1:pos:R:3:forces:R:3 method="wB97M-V/def2-TZVPD" fmax_ev_per_a=3.46 homo_ev="-9.52 / -9.99" relative_energy_kcal_mol=99.97 orbital_gap_ev="8.57 / 8.76" total_energy_ev=-98241.611
C 0.7465 0.3285 0.5073 0.8 0.5 -1.5
C 0.1302 -0.7428 -0.3107 -1.0 -2.9 1.6
C -0.5935 0.5089 -0.1646 -0.3 1.2 0.0
Cl 0.7170 -1.2497 -1.8346 0.2 -0.5 0.2
Cl -0.6447 1.4363 -1.6842 -0.5 0.3 0.9
Br -2.0807 0.7497 1.0668 0.4 -0.2 -0.8
H 0.8988 0.3724 1.5271 -1.1 -0.8 2.4
H 1.6439 0.8843 0.2603 -0.1 0.0 -1.6
H -0.8175 -2.2875 0.6325 1.5 2.4 -1.3